1:
A 2-piece molecular cluster, C3H8N3 overall, computed with ωB97M-V with the def2-TZVPD basis set.

Positions of all 14 atoms, in Å:
1 C -0.84 0.86 1.90
2 C -0.86 -0.41 1.62
3 C 0.87 0.17 -1.71
4 N 0.48 -1.08 -1.35
5 N 0.86 1.18 -0.86
6 N -0.75 -1.53 1.18
7 H -0.30 1.49 2.55
8 H -1.67 1.33 1.53
9 H 1.32 0.47 -2.72
10 H 0.43 -1.94 -2.01
11 H -0.09 -1.24 -0.55
12 H 0.46 1.04 0.02
13 H 1.29 2.01 -1.12
14 H -1.19 -2.34 1.52

The charge is +1. The LUMO energy is -3.577 eV. Its gap between HOMO and LUMO is 9.983 eV.

Okay, here come the Löwdin numbers, in e, for every atom: 0.025, -0.217, -0.121, 0.164, 0.208, 0.160, 0.071, 0.053, 0.185, 0.187, 0.027, 0.059, 0.106, 0.092

=====

2:
A 2-piece molecular cluster, C3H8N3 overall, computed with ωB97M-V with the def2-TZVPD basis set.

Positions of all 14 atoms, in Å:
1 C -1.33 -0.94 0.39
2 C -1.73 0.44 0.08
3 C 1.15 0.86 0.13
4 N 3.13 -0.50 -0.03
5 N 2.28 0.31 0.19
6 N -0.54 -0.14 -0.61
7 H -0.63 -1.12 1.24
8 H -1.91 -1.78 -0.05
9 H -2.69 0.77 -0.56
10 H -1.49 1.10 0.82
11 H 0.57 0.78 1.10
12 H 1.06 1.77 -0.46
13 H 2.74 -1.19 -0.61
14 H -0.61 -0.38 -1.64

The charge is +1. The LUMO energy is -4.923 eV. Its gap between HOMO and LUMO is 9.455 eV.

Okay, here come the Löwdin numbers, in e, for every atom: -0.103, -0.138, 0.038, 0.263, -0.023, -0.081, 0.124, 0.134, 0.181, 0.061, 0.143, 0.148, 0.092, 0.159

=====

Of them, 1 has the highest stability.

=====

1:
A 2-piece molecular cluster, C3H8N3 overall, computed with ωB97M-V with the def2-TZVPD basis set.

Positions of all 14 atoms, in Å:
1 C 0.92 -1.75 -0.48
2 C -0.32 0.84 -0.83
3 C -0.29 0.69 0.64
4 N -1.46 0.55 -1.46
5 N 1.26 -2.80 -0.16
6 N 0.85 0.03 1.08
7 H 0.63 1.11 -1.24
8 H -2.11 0.26 -0.76
9 H -0.31 1.75 0.99
10 H -1.26 0.35 1.00
11 H -1.54 0.84 -2.39
12 H 1.40 -3.80 0.19
13 H 1.03 0.14 2.09
14 H 1.66 0.00 0.44

The charge is +1. The LUMO energy (spin up / spin down) is -4.732 / -4.732 eV. Its gap between HOMO and LUMO (spin up / spin down) is 8.396 / 8.396 eV.

Okay, here come the Löwdin numbers, in e, for every atom: -0.038, -0.026, -0.308, 0.248, 0.108, -0.041, 0.145, 0.132, 0.165, 0.133, 0.128, 0.151, 0.124, 0.078

=====

2:
A 2-piece molecular cluster, C3H8N3 overall, computed with ωB97M-V with the def2-TZVPD basis set.

Positions of all 14 atoms, in Å:
1 C -1.27 -0.77 0.70
2 C -1.41 0.67 0.48
3 C -0.08 -0.22 -1.07
4 N -0.47 -1.20 -0.24
5 N 2.15 -0.25 0.06
6 N -0.66 0.90 -0.82
7 H -1.75 -1.40 1.50
8 H -2.48 0.91 0.54
9 H -0.78 1.20 1.15
10 H 0.56 -0.31 -1.95
11 H 1.53 0.02 0.85
12 H 3.07 -0.03 0.28
13 H -0.55 1.73 -1.35
14 H 2.14 -1.27 -0.13

The charge is +1. The LUMO energy is -5.360 eV. Its gap between HOMO and LUMO is 9.083 eV.

Okay, here come the Löwdin numbers, in e, for every atom: 0.009, -0.062, -0.155, 0.100, 0.049, 0.156, 0.167, 0.156, 0.134, 0.161, 0.049, 0.010, 0.164, 0.062

=====

3:
C3H8N3 as an isolated structure, computed with ωB97M-V with the def2-TZVPD basis set.

Positions of all 14 atoms, in Å:
1 C 1.80 0.74 1.43
2 C 1.84 0.64 0.20
3 C -0.37 -0.95 -0.30
4 N -1.01 0.42 0.24
5 N 0.44 -0.73 -1.41
6 N 1.59 0.63 -1.10
7 H 1.96 0.50 2.55
8 H 0.09 -1.31 0.55
9 H -1.14 -1.66 -0.56
10 H -0.94 1.20 -0.49
11 H -0.60 0.75 1.20
12 H -0.06 -0.39 -2.34
13 H -2.09 0.13 0.40
14 H 2.47 0.43 -1.74

The charge is +1. The LUMO energy is -4.311 eV. Its gap between HOMO and LUMO is 9.024 eV.

Okay, here come the Löwdin numbers, in e, for every atom: 0.097, -0.307, -0.228, 0.131, 0.021, 0.060, 0.099, 0.092, 0.135, 0.175, 0.162, 0.168, 0.213, 0.180

=====

Of them, 2 has the highest stability.

=====

1:
C3H9N4 as an isolated structure, computed with ωB97M-V with the def2-TZVPD basis set.

Positions of all 16 atoms, in Å:
1 C 3.32 -0.29 0.30
2 C -1.32 -0.69 0.74
3 C -2.52 0.87 -0.76
4 N 1.99 -0.41 0.11
5 N 1.21 0.17 -0.56
6 N 0.16 0.50 -0.92
7 N -1.44 0.60 0.10
8 H 3.87 -1.23 -0.08
9 H 3.36 -0.21 1.34
10 H 3.71 0.64 -0.14
11 H -1.53 -1.55 0.06
12 H -2.10 -0.61 1.45
13 H -0.35 -0.98 1.09
14 H -2.18 1.61 -1.49
15 H -3.23 1.58 -0.12
16 H -2.95 -0.01 -1.12

The charge is +1. The LUMO energy (spin up / spin down) is -6.765 / -6.766 eV. Its gap between HOMO and LUMO (spin up / spin down) is 7.381 / 7.379 eV.

Okay, here come the Löwdin numbers, in e, for every atom: -0.061, -0.069, -0.081, 0.065, -0.046, 0.212, -0.035, 0.140, 0.080, 0.116, 0.114, 0.112, 0.073, 0.116, 0.190, 0.074

=====

2:
C3H9N4 as an isolated structure, computed with ωB97M-V with the def2-TZVPD basis set.

Positions of all 16 atoms, in Å:
1 C 1.86 0.79 0.12
2 C -2.03 0.49 -1.25
3 C -1.02 -0.51 0.62
4 N 2.62 -0.05 -0.30
5 N -1.12 0.44 -0.34
6 N 1.01 1.72 0.03
7 N 3.46 -0.93 0.26
8 H -1.93 1.12 -2.05
9 H -2.77 -0.26 -1.09
10 H -0.36 -0.12 1.50
11 H -1.87 -1.16 0.84
12 H -0.32 -1.27 0.30
13 H 1.35 2.62 0.07
14 H -0.21 1.17 -0.19
15 H 3.80 -1.72 -0.33
16 H 3.25 -1.13 1.21

The charge is +1. The LUMO energy is -4.048 eV. Its gap between HOMO and LUMO is 9.231 eV.

Okay, here come the Löwdin numbers, in e, for every atom: -0.162, 0.190, -0.112, 0.052, -0.073, 0.142, 0.049, 0.083, 0.106, 0.139, 0.116, 0.099, 0.081, 0.056, 0.136, 0.098

=====

Of them, 2 has the highest stability.

=====

1:
A 2-piece molecular cluster, C3H9N4 overall, computed with ωB97M-V with the def2-TZVPD basis set.

Positions of all 16 atoms, in Å:
1 C 0.40 -0.01 1.86
2 C 1.09 0.87 0.84
3 C -0.92 -1.59 0.51
4 N -0.36 -0.95 1.45
5 N 0.13 -0.40 -1.25
6 N -0.44 -0.26 -2.33
7 N 0.09 1.25 -0.15
8 H 0.82 -0.19 2.80
9 H 1.58 1.85 1.34
10 H 1.77 0.15 0.32
11 H -0.31 -2.41 0.04
12 H -2.02 -1.76 0.58
13 H -1.46 -0.53 -2.45
14 H -0.21 0.42 -3.07
15 H -0.72 1.68 0.38
16 H 0.58 1.86 -0.87

The charge is +1. The LUMO energy (spin up / spin down) is -4.379 / -4.380 eV. Its gap between HOMO and LUMO (spin up / spin down) is 8.150 / 8.149 eV.

Okay, here come the Löwdin numbers, in e, for every atom: -0.024, -0.209, 0.073, 0.054, -0.029, -0.050, -0.056, 0.123, 0.171, 0.128, 0.134, 0.134, 0.139, 0.126, 0.148, 0.139

=====

2:
A 2-piece molecular cluster, C3H9N4 overall, computed with ωB97M-V with the def2-TZVPD basis set.

Positions of all 16 atoms, in Å:
1 C -1.87 1.05 0.90
2 C 0.12 1.61 0.25
3 C 0.98 -1.35 -0.52
4 N -0.99 1.85 1.27
5 N -1.62 0.25 -0.15
6 N 1.37 -1.33 0.75
7 N -0.38 0.46 -0.72
8 H -2.72 0.69 1.43
9 H 0.44 2.51 -0.34
10 H 0.93 1.45 0.83
11 H 0.21 -2.02 -0.72
12 H 1.60 -0.93 -1.25
13 H -2.24 -0.44 -0.54
14 H 2.15 -0.76 1.15
15 H 1.11 -1.97 1.60
16 H -0.60 0.90 -1.67

The charge is +1. The LUMO energy is -4.297 eV. Its gap between HOMO and LUMO is 8.275 eV.

Okay, here come the Löwdin numbers, in e, for every atom: -0.257, -0.107, 0.072, 0.091, -0.039, 0.102, -0.029, 0.132, 0.134, 0.048, 0.092, 0.099, 0.155, 0.141, 0.196, 0.170

=====

Of them, 2 has the highest stability.

=====

1:
An isolated ion of composition C3H9N4 and charge +1, computed with ωB97M-V with the def2-TZVPD basis set.

Positions of all 16 atoms, in Å:
1 C -0.50 -0.85 -0.14
2 C 0.50 0.46 -0.46
3 C 1.68 0.41 0.49
4 N -1.64 -0.55 0.32
5 N -0.29 1.55 -0.54
6 N 0.06 -2.02 -0.32
7 N -2.24 0.59 0.28
8 H 0.62 0.05 -1.62
9 H 1.46 0.42 1.61
10 H 2.29 1.22 0.29
11 H 2.24 -0.65 0.43
12 H 0.04 2.37 -0.05
13 H 1.11 -2.13 -0.61
14 H -0.38 -2.85 -0.10
15 H -2.33 1.08 -0.64
16 H -2.63 0.92 1.09

The charge is +1. The LUMO energy (spin up / spin down) is -5.642 / -5.414 eV. Its gap between HOMO and LUMO (spin up / spin down) is 8.489 / 8.245 eV.

Okay, here come the Löwdin numbers, in e, for every atom: -0.292, -0.401, -0.050, 0.084, 0.129, 0.194, 0.161, 0.223, 0.123, 0.051, 0.119, 0.083, 0.192, 0.105, 0.164, 0.116

=====

2:
An isolated ion of composition C3H9N4 and charge +1, computed with ωB97M-V with the def2-TZVPD basis set.

Positions of all 16 atoms, in Å:
1 H -3.64 1.13 -0.71
2 N -3.14 0.72 0.04
3 N -2.12 0.08 -0.25
4 C -1.07 -0.49 0.14
5 N -0.74 -1.76 -0.01
6 C 0.02 0.47 0.75
7 N 1.04 0.89 -0.12
8 C 2.19 0.09 -0.41
9 H 0.28 -1.83 0.02
10 H -1.08 -2.38 -0.67
11 H -0.56 1.34 1.08
12 H 0.20 0.06 1.79
13 H 1.12 1.84 -0.29
14 H 3.03 0.81 -0.60
15 H 2.47 -0.40 0.52
16 H 2.01 -0.58 -1.28

The charge is +1. The LUMO energy is -5.752 eV. As for the structure (SMILES): [H]/N=N/C(=[NH2+])CNC. Its gap between HOMO and LUMO is 7.511 eV.

Okay, here come the Löwdin numbers, in e, for every atom: 0.097, 0.266, 0.100, -0.276, 0.242, -0.146, -0.103, -0.095, 0.125, 0.113, 0.132, 0.163, 0.095, 0.110, 0.088, 0.089

=====

Of them, 2 has the highest stability.

=====

1:
A 2-piece molecular cluster, C3H9N4 overall, computed with ωB97M-V with the def2-TZVPD basis set.

Positions of all 16 atoms, in Å:
1 C 1.04 0.00 -1.53
2 C -1.29 -0.36 -2.43
3 C -0.59 0.23 2.05
4 N 1.67 0.31 -0.47
5 N -0.37 0.82 0.95
6 N -0.26 0.05 -1.84
7 N 0.22 -0.74 2.48
8 H 1.56 -0.37 -2.45
9 H -2.06 0.23 -2.88
10 H -1.64 -1.38 -2.38
11 H -1.49 0.48 2.52
12 H 2.64 0.62 -0.39
13 H 0.62 0.57 0.41
14 H -1.06 1.58 0.57
15 H 1.10 -0.86 1.98
16 H -0.06 -1.17 3.38

The charge is +1. The LUMO energy is -3.541 eV. Its gap between HOMO and LUMO is 9.993 eV.

Okay, here come the Löwdin numbers, in e, for every atom: -0.252, 0.059, -0.241, 0.056, 0.107, 0.054, 0.156, 0.162, 0.087, 0.091, 0.132, 0.117, 0.024, 0.182, 0.123, 0.142

=====

2:
A 2-piece molecular cluster, C3H9N4 overall, computed with ωB97M-V with the def2-TZVPD basis set.

Positions of all 16 atoms, in Å:
1 C -1.64 -1.25 0.27
2 C 0.34 -2.66 -0.34
3 C -0.67 2.18 0.74
4 N -0.72 -2.18 0.04
5 N -1.44 0.07 0.37
6 N 1.79 -1.27 -0.99
7 N -0.43 0.79 0.36
8 H -2.63 -1.69 0.62
9 H 0.77 -3.67 -0.20
10 H -1.66 2.47 0.65
11 H -0.40 2.44 1.72
12 H -0.11 2.90 -0.05
13 H -2.38 0.55 0.70
14 H 1.57 -1.15 -1.95
15 H 2.77 -1.62 -1.07
16 H 1.74 -0.44 -0.49

The charge is +1. The LUMO energy is -4.505 eV. Its gap between HOMO and LUMO is 7.860 eV.

Okay, here come the Löwdin numbers, in e, for every atom: -0.166, 0.128, -0.077, 0.050, -0.038, 0.129, -0.005, 0.157, 0.131, 0.047, 0.066, 0.144, 0.221, 0.070, 0.114, 0.029

=====

Of them, 1 has the highest stability.